1.
This record from the OMol25 dataset describes a structure of composition C13H23ClI2MnNP2 in a non-equilibrium geometry. The level of theory is ωB97M-V with the def2-TZVPD basis set.

CARTESIAN COORDINATES (ANGSTROEM)
P: 2.1307 0.0241 -2.7562
H: 2.4356 2.3969 -3.0019
C: 2.2731 0.0550 -0.9696
H: 2.0466 -0.7140 6.7264
H: -1.5200 1.0987 -0.5709
C: -0.0543 -0.3064 7.1596
C: -1.3109 0.0377 6.6041
Cl: -0.0126 -0.1155 -5.4193
C: -0.6969 0.2754 3.0572
I: 1.0767 1.4575 1.4611
C: 2.7953 -1.5705 -3.3281
H: 0.0260 -0.5961 8.2214
H: -1.3640 -0.6643 -0.4303
H: -2.2258 -0.0611 7.1396
H: 1.8130 1.0160 -0.7463
H: 3.8896 -1.6046 -3.2395
H: 2.4972 -1.6988 -4.3850
H: 1.9186 0.1715 4.4256
C: -2.9101 1.4581 -3.4643
H: 2.3430 -2.3766 -2.7318
H: 2.5810 1.5174 -4.5503
C: -1.4164 0.4286 5.2786
H: 3.2052 0.1084 -0.4470
H: -2.5070 2.3772 -2.9685
H: -3.9949 1.4465 -3.3764
P: -2.0803 0.0308 -2.6790
C: -1.9895 0.1426 -0.8709
Mn: 0.0115 -0.4396 -3.2306
C: 1.0821 -0.3376 6.3475
I: 1.3990 -0.9822 2.1150
C: 0.9876 0.0654 5.0010
H: -2.6292 1.5034 -4.5165
N: -1.1687 -0.4096 2.2209
H: -2.5423 -1.6884 -4.3553
C: -0.2610 0.3463 4.4609
H: -2.3541 0.7665 4.7953
H: -2.9071 0.0639 -0.3387
H: 3.9675 1.5221 -3.4173
C: -2.8205 -1.5398 -3.2979
H: -3.9061 -1.5650 -3.2106
C: 2.8791 1.5087 -3.4938
H: -2.3842 -2.3836 -2.7221
H: 1.6977 -0.7649 -0.4959

Calculated values
- Electronic energy: -93932.0788 eV
- Maximum force: 3.4 eV/A
- HOMO-LUMO gap (spin up / spin down): 4.78 / 4.34 eV
- Spin multiplicity: 4
- Charge: +3

=====

2.
This record from the OMol25 dataset describes a structure of composition C15H44ClO11 in a non-equilibrium geometry. The level of theory is ωB97M-V with the def2-TZVPD basis set.

CARTESIAN COORDINATES (ANGSTROEM)
H: -5.1033 -1.2911 1.1272
H: -0.4761 0.1747 2.8356
Cl: -0.3834 -0.5784 0.2889
O: -1.8919 -2.0580 -1.6639
H: 2.6266 -4.5100 0.9977
H: -2.7484 2.1219 -0.0922
O: 2.0909 -2.4871 0.6863
H: -0.7604 -3.2795 -0.3321
C: -0.7766 2.5115 -2.7272
H: -1.8595 3.4246 -0.5698
C: 3.8150 1.5585 -3.3543
C: 2.7824 0.4266 -3.1123
C: 0.2260 2.1386 2.6582
H: 2.2386 2.7283 2.7153
H: -3.5203 -0.7111 3.1539
O: 0.0799 0.7370 0.4985
H: 2.1567 0.3018 -3.9961
H: -3.7026 -3.1303 0.4278
C: -1.7233 2.3608 -0.3753
H: 2.5058 1.0480 -1.0167
H: 1.2249 0.3755 2.2968
H: -1.5694 -1.3298 -1.1280
H: -0.4499 2.0012 -3.6333
O: 3.3868 -0.7787 -2.8849
H: 0.1119 3.0662 -2.4253
C: -3.2192 -2.4685 1.1465
O: -3.8593 -0.5899 -0.2436
C: -1.2059 1.5843 -1.5876
H: 3.1431 -1.0015 -1.9835
C: 2.8104 -0.3194 0.3023
H: 0.9020 -4.0335 1.4329
C: 1.3222 3.0423 3.2151
H: 4.3594 1.7698 -2.4340
H: 2.6230 0.1014 1.2902
C: -4.0254 -1.1386 1.0727
O: -2.2714 0.8727 -2.1286
H: 3.0423 -2.2166 0.8324
H: -0.1403 -3.2428 -1.9463
H: -1.4354 3.2308 -3.2137
H: 0.9878 1.2190 -2.0338
H: -0.4083 0.8572 -1.4351
H: -4.3164 0.6446 2.2295
C: -1.0657 -3.1803 -1.3738
O: -0.9723 2.6017 3.2174
H: -1.6325 -4.0702 -1.6474
H: 1.9062 -0.4368 -0.2950
H: 4.4364 1.3321 -4.2208
H: 1.2938 -2.0450 0.9874
H: -3.0145 -0.1373 -0.2992
H: 3.5550 0.3444 -0.1370
C: 0.4595 0.7101 2.9970
O: 3.6171 -1.5436 0.4606
H: 3.3356 2.5054 -3.6026
H: -3.4893 -2.9205 2.1009
O: -1.7706 -0.5354 -0.1344
C: 1.7805 -3.8476 0.8151
H: 1.0143 4.0735 3.0427
C: 1.8867 0.6419 -1.8166
O: 0.3982 -1.1311 -0.7867
H: -2.5665 0.2501 2.1272
H: 1.4448 -0.3118 -1.5279
H: 1.5377 -4.2863 -0.1527
H: 0.8010 0.5716 4.0227
H: -2.1498 -2.4753 0.9356
H: 1.3640 2.9122 4.2965
H: -1.1985 3.4544 2.8388
H: -2.8847 1.5470 -2.4299
H: -1.0438 2.2897 0.4741
O: -0.1294 -1.4751 1.4193
H: 0.0720 2.1839 1.5800
C: -3.5746 -0.1541 2.2186

Calculated values
- Electronic energy: -51293.6293 eV
- ΔE to the lowest compared entry with this formula, charge and spin: 15.937 eV
- Maximum force: 16.5 eV/A
- HOMO-LUMO gap: 8.00 eV
- Charge: -1

=====

3.
This record from the OMol25 dataset describes a structure of composition C45H53ClMnN3P in a non-equilibrium geometry. The level of theory is ωB97M-V with the def2-TZVPD basis set.

CARTESIAN COORDINATES (ANGSTROEM)
H: 1.4954 -7.7282 0.7228
C: -4.7782 1.0460 0.5986
H: 0.6038 2.0672 -1.7436
C: -5.2089 -1.8965 -2.2030
C: 2.9064 -0.5114 -2.3532
C: -1.6258 4.5444 -3.6643
N: 0.8521 0.4342 -0.0971
H: 1.6906 -6.0344 2.5295
H: 4.4833 0.2610 2.8425
H: 2.3745 1.7929 -3.0283
C: -5.9937 2.7173 -0.6159
N: -1.7239 1.1315 -2.1238
C: 0.0162 2.7738 -2.3157
H: 4.1938 -1.8308 -0.2698
C: -3.5612 1.7142 0.3875
C: -2.2863 1.1822 0.8995
H: 0.5738 2.8226 0.2577
C: -2.2408 -3.2221 3.8378
C: -3.6230 2.9080 -0.3410
H: 1.7735 3.8007 -0.5910
H: -6.9023 0.9908 0.2772
H: 2.7379 -1.7220 2.9885
Cl: -7.5134 3.3427 -1.2415
H: 1.5549 4.2537 -2.5467
H: 2.2260 3.3017 2.8588
H: 4.7856 2.5672 1.2373
H: -4.8370 4.3345 -1.4102
H: -0.2492 -2.4667 -1.1908
C: -1.9899 -2.2145 4.7618
H: -2.7035 3.4530 -0.5365
C: -1.2918 2.4212 -2.5778
C: -3.3816 -0.3426 -2.0986
H: 1.3538 1.7895 2.5911
H: 5.2277 -0.3338 -0.6975
C: 3.2139 -0.5529 1.2496
C: 0.2411 -4.0698 0.1506
H: -0.4743 -0.0049 2.6737
H: 3.6104 -2.6671 1.1611
H: 3.1834 -0.3171 -3.3973
H: 5.3504 1.4244 -0.8008
C: 0.5199 3.9966 -2.7457
H: -1.1420 -0.2587 5.0467
C: -0.9523 -0.9164 3.0145
C: 3.1712 1.9377 -2.3074
H: 0.0905 5.8446 -3.7608
C: 2.6107 2.4258 0.9259
C: 2.3080 2.2966 2.4294
C: -4.8210 3.4103 -0.8423
C: 1.5151 3.3582 0.3740
C: -4.6465 -2.5621 -1.1033
H: -2.2807 5.2400 -4.1786
H: -6.1283 -2.2520 -2.6549
C: -3.4718 -2.1081 -0.5272
C: -4.5805 -0.7746 -2.6889
C: 1.2575 -5.7608 1.5728
C: 1.1559 -6.7105 0.5599
C: 3.3816 -1.8612 0.4555
H: -5.1305 -3.4428 -0.6988
H: -2.3092 -2.3241 5.7936
H: 2.9221 2.8119 -1.7118
H: 3.0903 1.7696 2.9762
H: -2.0129 -3.8868 1.8142
H: 4.2329 3.2603 -0.2973
H: 4.0789 2.1752 -2.8739
C: 3.9704 3.1071 0.7515
C: -1.1614 -1.9355 2.0804
H: 5.2577 -0.9786 1.8621
C: -2.7772 -0.9998 -1.0197
C: -0.2764 -2.6975 -0.1380
H: 3.3292 -1.4743 -2.0757
C: -0.2965 4.8875 -3.4307
N: -2.8368 0.8253 -2.6089
H: -4.9919 -0.1960 -3.5109
C: -0.7953 -1.7584 0.6618
C: -5.9791 1.5312 0.1070
H: 5.3967 0.4450 -2.2662
C: -1.8284 -3.0837 2.5187
C: 4.5826 -0.1144 1.8212
H: -1.5901 1.9875 1.1161
C: 2.2746 -0.9194 2.3998
H: -3.0982 -2.6428 0.3369
H: 0.9202 -3.7284 2.1590
C: -2.1281 3.3226 -3.2401
Mn: -1.0439 -0.0679 -0.4484
H: -0.2423 -4.7417 -1.8223
H: 1.8173 -0.5869 -2.2931
H: 3.9183 4.0993 1.2210
C: 0.1773 -5.0290 -0.8630
H: 2.0499 -0.0965 3.0776
C: -1.3387 -1.0591 4.3423
H: 1.3378 -1.2929 1.9957
C: 0.8159 -4.4593 1.3682
H: -2.7659 -4.1209 4.1444
C: 3.4092 0.6545 -1.4804
H: -2.4457 0.5788 1.7795
C: 4.9291 0.5363 -1.2778
H: 1.3635 4.1866 1.0777
C: 0.6203 -6.3336 -0.6641
P: 2.3449 0.7009 0.1237
H: -3.1607 3.0521 -3.4081
H: 5.0841 0.6529 1.2402
H: 2.4580 -2.1268 -0.0624
H: 0.5474 -7.0569 -1.4696
H: -4.7703 0.1044 1.1409

Calculated values
- Electronic energy: -105126.2880 eV
- ΔE to the lowest compared entry with this formula, charge and spin: 0.665 eV
- Maximum force: 1.0 eV/A
- HOMO-LUMO gap (spin up / spin down): 5.26 / 6.58 eV
- Spin multiplicity: 5
- Charge: -1